Below is a 2-piece molecular cluster, CH7N5S overall in a non-equilibrium geometry, with properties calculated with ωB97M-V/def2-TZVPD.

CARTESIAN COORDINATES (ANGSTROEM)
1 C 0.017172 0.134824 -0.295433
2 H -0.165214 2.267904 2.440449
3 H 0.126722 2.576303 0.156111
4 H -1.673239 0.213975 0.735553
5 H 0.200154 -1.604984 -1.099389
6 H -1.545822 -1.561665 1.178703
7 H 0.297597 -2.130416 1.370727
8 H 2.897936 -0.121014 -2.459724
9 N -0.643811 2.074609 0.961777
10 N -0.647373 0.699776 0.742656
11 N -0.223164 -1.100358 -0.389746
12 N -0.572613 -2.111722 0.597266
13 N 0.683025 0.809640 -1.270573
14 S 1.248630 -0.146873 -2.668379

Atoms 1-6, force components in eV/Å:
2.1 4.4 -2.7
-0.9 -0.4 -4.8
-2.4 -2.2 3.3
2.9 2.2 0.3
0.9 -0.6 -2.0
4.0 -2.7 -1.8

Properties
Orbital gap ... 8.5 eV
Energy relative to the best compared isomer or geometry (same formula, charge and spin) ... 143.3 kcal/mol
Energy ... -19427.9560 eV
Highest occupied orbital energy ... -8.419 eV